Entry from the OMol25 dataset: a single C7H16NO2P molecule at a distorted geometry (wB97M-V/def2-TZVPD).

Summary:
- Energy relative to the best compared isomer or geometry (same formula, charge and spin): 0.0 kcal/mol
- Total energy: -22393.00440 eV
- Orbital gap: 0.365 Eh
- Spin multiplicity: 1
- HOMO: -9.25 eV
- LUMO level: 0.686 eV

Geometry as XYZ:
```
27
Properties=species:S:1:pos:R:3:mulliken_charge:R:1
C -0.69596 2.74744 -1.84214 -1.24
C 0.34077 2.23686 -0.87104 -0.37
C 0.41344 0.70764 -0.81869 0.28
C 1.53992 0.16844 -1.75910 -1.60
P 0.73946 0.05516 1.02838 0.56
O 1.90473 0.82052 1.60668 -0.77
N 0.98010 -1.54544 0.60165 -0.03
C -0.07265 -2.50883 0.80250 -0.70
C -1.00374 -2.10068 1.98992 -0.57
C -1.57694 -0.71766 1.84598 -0.40
O -0.59087 0.34518 1.81959 -0.29
H -0.52763 3.76572 -2.19344 0.38
H -0.66784 2.23799 -2.84567 0.30
H -1.79833 2.61408 -1.57370 0.29
H 0.07790 2.54095 0.14415 0.29
H 1.41082 2.54452 -1.07629 0.31
H -0.57880 0.31327 -1.13889 0.22
H 2.53757 0.24033 -1.33108 0.35
H 1.27535 -0.97282 -2.05053 0.22
H 1.51292 0.63776 -2.66359 0.59
H 1.91653 -1.83773 0.64656 0.28
H 0.29021 -3.46503 1.07345 0.41
H -0.79586 -2.55039 0.00127 0.28
H -1.77684 -2.96301 1.89840 0.32
H -0.48128 -2.20979 2.97448 0.31
H -2.18589 -0.52764 0.97083 0.33
H -2.18709 -0.57685 2.76032 0.25
```